Entry 1:
The following is a DFT calculation (ωB97M-V/def2-TZVPD) of C17H18N4O2SSr as an isolated structure in a non-equilibrium geometry.

Computed properties:
Largest force on an atom   4.68 eV Å⁻¹
HOMO level   -6.75 eV
Energy above the lowest of the compared OMol25 structures with the same formula, charge and spin   2.231 eV
Charge   0

Positions of all 43 atoms, in Å:
Sr: -1.749 -2.214 -0.765
N: -1.393 -5.109 -1.569
C: 0.019 -4.864 -1.217
C: 0.181 -3.350 -1.314
O: -0.330 -2.810 -2.332
O: 0.527 -2.710 -0.304
H: -1.602 -6.098 -1.538
H: -1.514 -4.806 -2.530
H: 0.730 -5.374 -1.875
H: 0.203 -5.165 -0.188
C: -2.971 0.202 -1.148
C: -2.061 1.057 -1.905
C: -2.295 1.369 -3.259
C: -1.453 2.195 -3.972
C: -0.323 2.747 -3.362
C: -0.049 2.426 -2.030
C: -0.894 1.594 -1.328
C: 0.544 3.624 -4.078
N: 1.247 4.338 -4.646
H: -3.923 0.085 -1.670
H: -3.163 0.616 -0.153
H: -3.171 0.956 -3.746
H: -1.665 2.433 -5.007
H: 0.839 2.832 -1.560
H: -0.649 1.334 -0.303
N: -1.162 0.288 2.196
C: -0.473 -0.840 2.456
S: -1.189 -2.353 2.347
N: 0.829 -0.742 2.783
C: 1.617 0.416 2.990
C: 2.928 0.406 2.523
C: 3.742 1.509 2.715
C: 3.259 2.632 3.371
C: 1.962 2.630 3.859
C: 1.141 1.527 3.683
H: -2.079 0.168 1.800
H: -0.669 1.142 1.982
H: 1.319 -1.621 2.738
H: 3.302 -0.466 1.999
H: 4.758 1.491 2.343
H: 3.891 3.500 3.503
H: 1.591 3.491 4.400
H: 0.149 1.513 4.113

***

Entry 2:
The following is a DFT calculation (ωB97M-V/def2-TZVPD) of a 2-piece molecular cluster, C4H6BrF overall in a non-equilibrium geometry.

Computed properties:
Largest force on an atom   1.19 eV Å⁻¹
HOMO level   -8.55 eV
Energy above the lowest of the compared OMol25 structures with the same formula, charge and spin   5.702 eV
Charge   0

Positions of all 12 atoms, in Å:
C: 1.362 2.917 1.261
C: -0.272 0.269 0.608
C: -0.487 -1.620 -1.135
C: 0.254 -0.974 0.030
F: -1.491 0.548 0.163
Br: 0.143 3.902 0.348
H: 0.952 2.734 2.271
H: -0.037 -2.575 -1.392
H: -0.450 -0.972 -2.010
H: -1.531 -1.783 -0.877
H: 0.241 -1.631 0.913
H: 1.316 -0.815 -0.180

***

Entry 3:
The following is a DFT calculation (ωB97M-V/def2-TZVPD) of an isolated ion of composition C6H15N2 and charge +1 in a non-equilibrium geometry.

Computed properties:
Largest force on an atom   4.66 eV Å⁻¹
HOMO level   -13.45 eV
Structure (SMILES)   CC(C)(N)C1([NH3+])CC1
Energy above the lowest of the compared OMol25 structures with the same formula, charge and spin   3.166 eV
Charge   +1

Positions of all 23 atoms, in Å:
C: 1.337 -0.133 1.405
C: 0.674 -0.355 0.076
C: 1.284 0.744 -1.086
N: 0.973 -1.693 -0.515
C: -0.818 0.014 0.109
N: -0.993 1.476 -0.042
C: -1.864 -0.864 -0.549
C: -1.879 -0.689 0.897
H: 0.939 -0.837 2.079
H: 1.277 0.845 1.901
H: 2.392 -0.463 1.106
H: 2.113 0.263 -1.503
H: 0.679 0.948 -1.906
H: 1.638 1.613 -0.518
H: 2.022 -1.721 -0.362
H: 0.461 -2.387 -0.082
H: -1.980 1.620 -0.207
H: -0.465 1.669 -0.980
H: -0.652 2.075 0.722
H: -1.546 -1.702 -1.031
H: -2.696 -0.466 -1.153
H: -2.794 -0.191 1.209
H: -1.720 -1.512 1.539

***

Entry 4:
The following is a DFT calculation (ωB97M-V/def2-TZVPD) of an isolated ion of composition C3H6N3 and charge +1 in a non-equilibrium geometry.

Computed properties:
Largest force on an atom   3.70 eV Å⁻¹
HOMO level   -15.16 eV
Energy above the lowest of the compared OMol25 structures with the same formula, charge and spin   4.871 eV
Charge   +1

Positions of all 12 atoms, in Å:
C: 0.371 -2.475 0.497
C: -0.586 -1.859 -0.124
C: 0.531 1.586 0.134
N: 1.386 -0.464 0.842
N: -0.554 -0.479 -0.277
N: 0.517 0.145 0.276
H: -1.457 -2.342 -0.557
H: 0.936 -3.241 0.960
H: 1.045 2.013 0.997
H: 1.091 1.858 -0.765
H: -0.483 1.979 0.078
H: -1.256 0.021 -0.816